(1)
Formula: C31H51BrN2OP2W
Source: the Open Molecules 2025 dataset
Level of theory: ωB97M-V with the def2-TZVPD basis set

Geometry as XYZ:
```
89
C31H51BrN2OP2W | the Open Molecules 2025 dataset | ωB97M-V with the def2-TZVPD basis set
N -5.7280 4.1517 -4.8514
C -5.3958 4.4513 -3.5952
C -4.3793 3.7561 -2.9350
C -3.6600 2.7257 -3.5937
C -4.0741 2.4054 -4.9130
C -5.1145 3.1594 -5.4835
C -2.5277 2.1275 -2.8585
W 0.7993 -0.2405 -1.5398
P 3.1786 -0.5611 -0.9398
C -1.6354 1.1138 -3.0842
C -0.4579 1.2165 -2.1816
C 0.8782 1.6971 -2.4501
C 1.5985 2.1840 -1.3471
C 1.1838 2.2934 -0.0026
C -0.0098 1.6392 0.2761
C -0.7712 1.0169 -0.7631
Br 2.2335 3.2267 1.3666
H -2.3471 2.7281 -1.9394
H -1.6660 0.3588 -3.8922
H -4.1364 4.0307 -1.8970
H -3.6153 1.6077 -5.4927
H -5.9250 5.2557 -3.0870
H -5.4620 2.9610 -6.4942
H 1.4219 1.2410 -3.3199
H -1.8134 0.7659 -0.5490
H 2.4880 2.7513 -1.6240
H -0.4462 1.6569 1.2702
P -0.5262 -1.9076 -0.8255
C 4.1416 1.0657 -0.6581
C 5.6100 1.3619 -0.8554
H 3.8505 1.3047 0.3732
H 3.6841 1.8847 -1.2266
H 5.7562 2.4067 -0.5556
H 6.2974 0.7620 -0.2602
H 5.8851 1.3427 -1.9121
C 3.8374 -1.6000 -2.4220
C 5.2735 -2.0782 -2.6012
H 3.6089 -0.9426 -3.2753
H 3.2007 -2.4863 -2.5909
H 5.3887 -2.2753 -3.6732
H 6.0496 -1.3602 -2.3195
H 5.4663 -3.0510 -2.1385
C 3.2894 -1.6373 0.6468
C 4.5549 -1.9512 1.4491
H 2.8694 -2.5961 0.3087
H 2.5701 -1.2604 1.3944
H 4.2751 -2.7033 2.2012
H 5.3830 -2.3817 0.8765
H 4.9184 -1.0914 2.0218
C -0.2606 -2.8001 0.6803
C -1.0148 -4.1282 0.6281
H -0.5909 -2.1482 1.5149
H 0.8260 -2.9470 0.8048
H -2.0943 -3.9723 0.7365
H -0.8320 -4.6575 -0.3165
H -0.6599 -4.7661 1.4448
C 0.6232 -2.2502 -2.2989
C -0.1674 -2.8964 -3.4666
H 1.4894 -2.8643 -1.9991
H 1.1334 -1.2877 -2.8689
H -0.7577 -3.7543 -3.1199
H -0.8192 -2.1523 -3.9393
H 0.5356 -3.2275 -4.2393
C -2.2381 -1.8109 -1.3564
C -3.1368 -1.4885 -0.1555
H -2.4309 -2.7893 -1.8232
H -2.3336 -1.0403 -2.1460
H -4.0580 -1.0061 -0.5088
H -3.3933 -2.4198 0.3654
H -2.6535 -0.8136 0.5721
O -1.8375 -0.2340 2.6398
C -1.6087 -0.0745 3.8458
C -0.2807 0.4756 4.3726
C -0.3988 1.8527 5.0153
C -0.8827 1.8173 6.4730
C -2.2923 1.2799 6.6462
C -2.4505 -0.1882 6.2307
N -2.5377 -0.3746 4.7854
H 0.1365 -0.2561 5.0820
H 0.3909 0.5409 3.5101
H 0.5906 2.3294 4.9813
H -1.0634 2.4999 4.4199
H -0.1849 1.2091 7.0660
H -0.8485 2.8395 6.8643
H -2.5733 1.3524 7.7034
H -3.0087 1.8951 6.0865
H -1.6110 -0.7733 6.6462
H -3.3780 -0.5805 6.6627
H -3.3293 -0.9162 4.4239
```

HOMO-LUMO gap (spin up / spin down): 3.75 / 2.74 eV
M: 793.45 g mol⁻¹
Total charge: +4
Largest force on an atom: 6.4 eV/Å
LUMO energy (spin up / spin down): -0.516 / -0.553 Ha
2S+1: 3
⟨S²⟩: 2.42

Here are the Löwdin charges for atoms 1 to 4, given in e: atom 1 (N): 0.180, atom 2 (C): -0.026, atom 3 (C): 0.056, atom 4 (C): -0.119

---

(2)
Formula: C31H51ClCoN8O5PSSe
Source: the Open Molecules 2025 dataset
Level of theory: ωB97M-V with the def2-TZVPD basis set

Geometry as XYZ:
```
100
C31H51ClCoN8O5PSSe | the Open Molecules 2025 dataset | ωB97M-V with the def2-TZVPD basis set
Co -0.9024 0.8753 1.7878
C 2.3707 -5.3619 -1.5693
C 1.6609 -4.4754 -0.5351
C 1.5338 -3.0850 -1.1742
C 2.5751 -4.3702 0.6930
C 0.3056 -5.1544 -0.1300
O 0.6080 -6.4629 0.3683
C -0.7163 -5.3437 -1.2664
C -1.3041 -4.1257 -2.0117
C -0.9300 -4.0282 -3.4728
C -0.9822 -5.1371 -4.3150
C -0.6640 -5.0351 -5.6592
C -0.2893 -3.8049 -6.1785
Cl 0.1217 -3.6690 -7.8536
C -0.2433 -2.6824 -5.3687
C -0.5659 -2.8046 -4.0259
C -0.3552 -4.6039 1.1593
N -0.8764 -3.2411 1.1545
C -0.2824 -2.1239 1.5454
N -1.1123 -1.0983 1.3786
C -2.2457 -1.6852 0.8923
N -2.1349 -2.9766 0.7494
H 3.3082 -4.8883 -1.8640
H 1.7783 -5.4876 -2.4768
H 2.6192 -6.3417 -1.1628
H 2.5355 -2.6581 -1.2642
H 0.9322 -2.3838 -0.5938
H 1.1188 -3.1386 -2.1785
H 3.5822 -4.1019 0.3716
H 2.6320 -5.3172 1.2278
H 2.2497 -3.5976 1.3951
H 0.6976 -7.0737 -0.3705
H -1.5273 -5.9292 -0.8290
H -0.2397 -6.0014 -1.9966
H -1.0255 -3.1909 -1.5297
H -2.3923 -4.1747 -1.9358
H -1.2902 -6.1007 -3.9275
H -0.7101 -5.9002 -6.3056
H 0.0451 -1.7288 -5.7885
H -0.5299 -1.9233 -3.3937
H 0.3586 -4.6772 1.9763
H -1.1981 -5.2499 1.3925
H 0.7240 -2.0748 1.9240
H -3.1457 -1.1415 0.6607
C 4.6702 2.0584 0.3140
N 3.9024 2.4134 1.5055
C 2.6555 1.9530 1.7993
Se 1.6826 0.8018 0.7690
N 2.2659 2.5136 2.9625
C 3.2446 3.3346 3.4285
C 3.3213 4.1325 4.5772
C 4.4767 4.8470 4.7421
C 5.5407 4.7855 3.8029
C 5.4775 4.0099 2.6762
C 4.2979 3.2750 2.4930
H 4.8530 0.9868 0.2963
H 5.6175 2.5855 0.3464
H 4.1207 2.3551 -0.5763
H 1.3502 2.2943 3.3936
H 2.5098 4.1735 5.2895
H 4.5941 5.4783 5.6117
H 6.4282 5.3730 3.9917
H 6.2959 3.9720 1.9727
C -1.8076 0.6203 5.3699
S -1.5813 1.9200 4.1743
O -3.3693 5.3531 0.9460
O -0.1711 1.5802 3.6002
O -2.4643 1.4605 3.0106
H -1.1102 0.7773 6.1915
H -1.6263 -0.3324 4.8737
H -2.8311 0.6813 5.7368
C -0.2833 4.8411 0.5988
N -1.1092 4.3976 -0.5165
C -1.4915 5.4738 -1.4205
P -1.9127 2.9772 -0.4886
O -0.9703 1.9736 0.1776
N -2.2351 2.4627 -2.0057
C -3.4290 2.8101 -2.7705
C -1.1655 1.8952 -2.8206
N -3.3899 3.0736 0.2311
C -4.1766 1.8383 0.3314
C -3.8248 4.0632 1.2282
H -0.8084 5.5961 1.1884
H 0.6400 5.2762 0.2094
H -0.0269 3.9996 1.2403
H -2.0141 6.2668 -0.8829
H -2.1377 5.0991 -2.2117
H -0.5965 5.8943 -1.8823
H -4.1634 3.2960 -2.1348
H -3.8724 1.9061 -3.1935
H -3.1773 3.4806 -3.5960
H -0.3275 1.6000 -2.1941
H -0.8188 2.6133 -3.5675
H -1.5401 1.0115 -3.3414
H -3.8204 1.1140 -0.3988
H -5.2237 2.0533 0.1106
H -4.1108 1.4120 1.3348
H -4.0713 5.8558 0.5221
H -3.4633 3.7729 2.2169
H -4.9171 4.0176 1.2380
```

HOMO-LUMO gap (spin up / spin down): 7.26 / 3.51 eV
M: 852.19 g mol⁻¹
Total charge: +2
Largest force on an atom: 0.3 eV/Å
LUMO energy (spin up / spin down): -0.182 / -0.320 Ha
2S+1: 5
⟨S²⟩: 6.03

Here are the Löwdin charges for atoms 1 to 4, given in e: atom 1 (Co): 0.571, atom 2 (C): -0.025, atom 3 (C): -0.489, atom 4 (C): -0.032

---

(3)
Formula: C31H51F4O13PS4
Source: the Open Molecules 2025 dataset
Level of theory: ωB97M-V with the def2-TZVPD basis set

Geometry as XYZ:
```
104
C31H51F4O13PS4 | the Open Molecules 2025 dataset | ωB97M-V with the def2-TZVPD basis set
C 3.2822 -2.7247 1.9430
C 3.4085 -4.0424 1.1369
O 4.6284 -4.1175 0.3670
P 4.5599 -3.3439 -1.0376
O 3.8335 -2.0580 -0.9919
C 3.9296 -4.4275 -2.3527
C 2.5545 -5.0258 -2.0304
C 1.4280 -4.0134 -2.0513
C 0.2340 -4.2502 -1.5111
C -0.8416 -3.1970 -1.6211
O -1.9925 -3.5503 -1.7895
C -0.3848 -1.7642 -1.5570
C -1.2121 -0.6623 -0.9452
F -1.2969 0.4310 -1.7497
F -0.6484 -0.2041 0.2130
C -2.6745 -1.0518 -0.6016
F -2.7728 -1.7292 0.5507
F -3.3891 0.1053 -0.4663
C 0.8272 -1.5105 -2.0743
C 1.5166 -0.1745 -2.0925
C 1.5914 -2.6669 -2.7073
O 2.2494 -2.4738 -3.7062
O 6.0918 -3.1113 -1.4535
C 6.5886 -1.7905 -1.1276
C 6.4097 -0.8675 -2.3407
H 3.1784 -2.9065 3.0108
H 4.1644 -2.1227 1.7150
H 2.4403 -2.1675 1.5255
H 2.5236 -4.2315 0.5240
H 3.4474 -4.8577 1.8656
H 3.9969 -3.9420 -3.3242
H 4.6380 -5.2685 -2.3993
H 2.3355 -5.7518 -2.8261
H 2.5740 -5.6161 -1.1116
H -0.0068 -5.1752 -0.9952
H -3.1294 -1.5789 -1.4430
H 1.7756 0.1569 -1.0853
H 2.4682 -0.2988 -2.6163
H 0.9560 0.5777 -2.6465
H 7.6701 -1.9050 -0.9825
H 6.2014 -1.3788 -0.1946
H 5.4410 -1.0777 -2.8017
H 6.4983 0.1907 -2.0916
H 7.1701 -1.1419 -3.0792
C 11.5013 -3.3498 2.5985
C 12.3638 -2.8781 1.4214
C 11.4836 -2.9093 0.1657
S 9.7967 -2.6577 0.7301
O 9.0405 -3.8540 0.4673
O 9.3425 -1.3582 0.3031
C 10.1812 -2.5950 2.4758
H 11.9831 -3.1571 3.5561
H 11.3248 -4.4250 2.5194
H 12.7044 -1.8572 1.6069
H 13.2492 -3.4998 1.2947
H 11.7466 -2.1196 -0.5338
H 11.5275 -3.8764 -0.3320
H 9.3713 -3.0452 3.0454
H 10.2986 -1.5472 2.7518
C -5.9201 3.2481 -0.4493
C -4.4888 2.7281 -0.6296
C -3.5988 3.9364 -0.9422
S -4.3809 5.3568 -0.1620
O -4.8225 6.2663 -1.1950
O -3.5770 5.8016 0.9433
C -5.8078 4.4691 0.4569
H -6.5727 2.4908 -0.0203
H -6.3325 3.5392 -1.4186
H -4.1547 2.2545 0.2936
H -4.4280 1.9820 -1.4185
H -2.5957 3.8189 -0.5392
H -3.5477 4.1296 -2.0127
H -6.6831 5.1138 0.4233
H -5.5947 4.1797 1.4837
C -7.6804 -0.4087 -4.1932
C -9.2098 -0.4647 -4.0878
C -9.5814 -0.1530 -2.6326
S -8.2674 0.8918 -1.9930
O -7.5723 0.1742 -0.9541
O -8.7724 2.2250 -1.7894
C -7.2601 0.8675 -3.4711
H -7.3457 -0.4090 -5.2298
H -7.2442 -1.2789 -3.6972
H -9.6473 0.2867 -4.7486
H -9.6002 -1.4348 -4.3927
H -10.5265 0.3794 -2.5586
H -9.6158 -1.0552 -2.0244
H -6.2071 0.8831 -3.1971
H -7.5096 1.7528 -4.0560
C -5.4641 6.7903 5.9247
C -5.2143 5.3814 6.4786
C -4.6588 4.5288 5.3318
S -3.8113 5.6671 4.2242
O -4.5084 5.6984 2.9667
O -2.3919 5.4353 4.2977
C -4.2115 7.1550 5.1346
H -5.6573 7.5091 6.7204
H -6.3327 6.7783 5.2622
H -4.4815 5.4337 7.2869
H -6.1229 4.9420 6.8895
H -3.9516 3.7820 5.6851
H -5.4555 4.0468 4.7678
H -4.3613 7.9781 4.4398
H -3.3757 7.3719 5.7999
```

HOMO-LUMO gap: 8.14 eV
SMILES: CCOP(=O)(CCC1=CC(=O)C(C(F)(F)C(F)F)=C(C)C1=O)OCC.O=S1(=O)CCCC1.O=S1(=O)CCCC1.O=S1(=O)CCCC1.O=S1(=O)CCCC1
M: 866.97 g mol⁻¹
Total charge: 0
Largest force on an atom: 1.9 eV/Å
LUMO energy: -0.037 Ha

Here are the Löwdin charges for atoms 1 to 4, given in e: atom 1 (C): -0.057, atom 2 (C): -0.256, atom 3 (O): -0.183, atom 4 (P): 0.529